Formula: C15H16Cl6F2
Source: the Open Molecules 2025 dataset
Level of theory: the ωB97M-V functional and the def2-TZVPD basis

Computed properties:
Strongest force on any atom ... 2.663 eV Å⁻¹
Relative energy (zero: lowest compared OMol25 entry of this formula, charge and spin) ... 22.6 kcal/mol
Structure (SMILES) ... Fc1ccccc1.Fc1ccccc1.ClCCl.ClCCl.ClCCl
LUMO energy ... 0.39 eV

CARTESIAN COORDINATES (ANGSTROEM)
F -1.014 -1.637 5.366
C -2.146 -1.013 5.805
C -2.662 -1.425 7.049
C -3.592 -0.563 7.692
C -4.022 0.632 7.132
C -3.605 0.947 5.889
C -2.724 0.097 5.180
H -2.336 -2.372 7.453
H -4.031 -0.857 8.635
H -4.708 1.208 7.735
H -3.899 1.806 5.305
H -2.543 0.370 4.150
F -7.014 1.719 -4.711
C -5.815 1.810 -4.073
C -5.727 2.665 -2.965
C -4.489 2.790 -2.321
C -3.567 1.768 -2.539
C -3.734 0.808 -3.534
C -4.824 0.911 -4.355
H -6.525 3.378 -2.822
H -4.314 3.626 -1.659
H -2.614 1.856 -2.038
H -2.949 0.114 -3.799
H -4.845 0.236 -5.197
Cl 0.924 -3.046 -0.332
C 2.688 -3.223 -0.242
Cl 3.144 -4.773 -0.904
H 3.065 -2.506 -0.972
H 3.023 -3.109 0.789
Cl 6.880 2.449 -0.882
C 8.371 3.210 -1.521
Cl 8.234 3.365 -3.300
H 8.310 4.229 -1.140
H 9.231 2.698 -1.090
Cl 9.177 -3.533 -4.408
C 7.867 -3.773 -5.566
Cl 7.953 -2.422 -6.830
H 7.880 -4.774 -5.998
H 6.952 -3.665 -4.984

***

Formula: C15H16F3N3O4
Source: the Open Molecules 2025 dataset
Level of theory: the ωB97M-V functional and the def2-TZVPD basis

Computed properties:
Strongest force on any atom ... 4.527 eV Å⁻¹
Relative energy (zero: lowest compared OMol25 entry of this formula, charge and spin) ... 127.9 kcal/mol
Structure (SMILES) ... CC#CCOc1ccc(C(=O)N[C@H](C(=O)NO)[C@@H](N)C(F)(F)F)cc1
LUMO energy ... 0.30 eV

CARTESIAN COORDINATES (ANGSTROEM)
C -4.265 -4.112 7.111
C -3.259 -3.371 6.327
C -2.410 -3.056 5.587
C -1.222 -2.587 4.847
O -1.409 -3.196 3.603
C -0.966 -2.495 2.464
C -0.963 -1.084 2.341
C -0.805 -0.387 1.152
C -0.385 -1.112 0.013
C 0.041 -0.394 -1.156
O 0.376 -0.912 -2.219
N 0.141 0.985 -1.021
C 0.271 1.984 -2.182
C 1.677 2.632 -2.204
O 2.002 3.523 -1.438
N 2.715 2.237 -2.972
O 4.003 2.849 -2.881
C -0.995 2.919 -2.066
N -0.916 3.607 -0.792
C -1.400 3.820 -3.268
F -0.930 3.470 -4.426
F -2.684 4.064 -3.183
F -0.899 5.006 -3.134
C -0.248 -2.501 0.109
C -0.597 -3.140 1.363
H -5.299 -3.730 6.839
H -4.307 -5.229 7.027
H -4.049 -3.843 8.142
H -0.402 -3.085 5.393
H -0.954 -1.501 4.835
H -1.160 -0.428 3.181
H -0.982 0.663 1.214
H 0.495 1.264 -0.071
H 0.280 1.518 -3.174
H 2.527 1.701 -3.765
H 4.356 2.847 -2.026
H -1.820 2.194 -2.004
H -1.535 4.475 -0.888
H 0.066 3.972 -0.676
H 0.142 -3.041 -0.738
H -0.621 -4.212 1.394

***

Formula: C15H16F3O4S
Source: the Open Molecules 2025 dataset
Level of theory: the ωB97M-V functional and the def2-TZVPD basis

Computed properties:
Strongest force on any atom ... 2.776 eV Å⁻¹
Relative energy (zero: lowest compared OMol25 entry of this formula, charge and spin) ... 8.7 kcal/mol
Charge ... -1
LUMO energy ... 2.61 eV

CARTESIAN COORDINATES (ANGSTROEM)
C -4.133 2.474 1.010
C -3.048 1.428 1.024
O -1.764 2.096 0.964
C -0.758 1.187 1.029
C 0.582 1.773 0.920
C 1.719 1.132 1.066
C 2.966 1.954 1.050
O 3.574 2.307 0.049
O 3.397 2.284 2.296
C 4.618 3.055 2.265
C 5.034 3.389 3.674
O -0.999 -0.004 1.180
H -5.109 1.990 1.034
H -4.065 3.130 1.885
H -4.089 3.091 0.104
H -3.089 0.826 1.936
H -3.132 0.763 0.159
H 0.597 2.866 0.812
H 1.804 0.057 1.144
H 5.387 2.460 1.759
H 4.448 3.964 1.675
H 5.963 3.965 3.646
H 4.276 3.996 4.185
H 5.216 2.486 4.272
F -3.368 -4.952 -4.305
C -2.388 -4.014 -4.474
F -1.585 -4.455 -5.488
F -3.004 -2.876 -4.922
C -1.620 -3.756 -3.200
C -0.285 -3.342 -3.262
C 0.378 -2.975 -2.106
C -0.313 -2.892 -0.858
S 0.367 -2.061 0.405
C -1.604 -3.513 -0.799
C -2.252 -3.893 -1.965
H 0.208 -3.321 -4.232
H 1.433 -2.681 -2.150
H -2.100 -3.640 0.162
H -3.264 -4.299 -1.942

***

Formula: C15H16FN5O
Source: the Open Molecules 2025 dataset
Level of theory: the ωB97M-V functional and the def2-TZVPD basis

Computed properties:
Strongest force on any atom ... 17.611 eV Å⁻¹
Relative energy (zero: lowest compared OMol25 entry of this formula, charge and spin) ... 14.9 kcal/mol
LUMO energy ... -0.01 eV

CARTESIAN COORDINATES (ANGSTROEM)
C -0.315 2.633 -3.883
H 0.055 3.513 -3.825
H 0.530 1.738 -3.739
H -0.798 2.407 -4.940
C -1.598 2.350 -2.995
C -2.612 3.487 -3.166
H -3.402 3.467 -2.378
H -2.979 3.136 -4.229
H -2.189 4.375 -3.202
H -1.827 1.384 -2.924
C -0.613 2.651 -1.516
C 0.304 1.593 -1.293
N -0.386 0.434 -0.790
C 0.908 -0.398 -0.433
N 0.704 -1.739 -0.121
N 1.992 -2.009 0.111
N 2.688 -1.225 -0.219
C 2.170 -0.059 -0.618
C 2.709 0.983 -1.073
O 3.823 1.641 -1.284
N 1.506 1.916 -1.434
H 1.894 3.039 -1.671
C -0.310 -2.372 0.405
C -0.773 -1.805 1.812
C -2.049 -1.764 1.851
C -2.574 -1.185 3.311
C -1.838 -1.074 4.285
C -0.217 -1.630 4.082
C 0.038 -1.811 2.812
H 1.017 -2.232 2.695
H 0.451 -1.615 4.856
H -2.006 -0.864 5.165
H -3.560 -0.818 3.437
F -3.188 -1.500 0.953
H -1.280 -2.148 -0.385
H 0.025 -3.501 0.428
H -1.666 2.428 -0.862
H -0.323 3.856 -1.264